DFT (the ωB97M-V functional and the def2-TZVPD basis) results for a structure of composition C14H16F9FeN3O2S3.

Last column: natural (NBO) charge in e.
Positions of all 48 atoms, in Å:
Fe (0.7172, -1.1952, -1.8467)  1.02
S (-0.8855, 2.1011, -4.8716)  -0.20
C (-0.4892, 1.0677, -3.6319)  -0.54
S (-0.0452, 1.7846, -2.1246)  0.54
S (-0.4918, -0.6387, -3.7264)  -0.11
N (3.8187, -3.3533, -0.8835)  -0.80
C (2.9914, -2.5895, -1.6311)  0.75
O (1.9400, -3.0546, -2.0795)  -0.65
C (3.3897, -1.1478, -1.9099)  -0.56
C (2.2979, -0.6055, -2.8153)  -0.51
H (3.3928, -4.1759, -0.4854)  0.40
H (4.4985, -2.8788, -0.3143)  0.39
H (4.3861, -1.1381, -2.3720)  0.21
H (3.4576, -0.6145, -0.9596)  0.25
H (2.3020, -1.1580, -3.7542)  0.19
H (2.3058, 0.4648, -3.0063)  0.21
F (-1.3202, -0.4859, 2.0524)  -0.33
C (-0.7590, -0.7146, 0.8375)  0.65
F (0.9080, 0.9218, 1.0126)  -0.38
F (-1.7751, -1.1582, 0.0330)  -0.34
C (0.3315, -1.8470, 0.8966)  0.04
O (1.2942, -1.6056, -0.0064)  -0.83
C (0.9733, -1.9663, 2.3175)  0.97
F (0.1856, -2.6485, 3.1756)  -0.33
F (2.1374, -2.6320, 2.2423)  -0.33
F (1.2400, -0.7910, 2.8857)  -0.31
C (-0.3423, -3.2237, 0.5785)  0.96
F (0.5035, -4.2369, 0.8401)  -0.33
F (-1.4714, -3.4679, 1.2604)  -0.32
F (-0.6349, -3.3002, -0.7305)  -0.32
N (0.1581, 0.4278, -1.1259)  -0.84
C (-0.2249, 0.6288, 0.2257)  0.61
N (-1.1280, 1.7112, 0.4563)  -0.50
C (-2.5385, 1.6667, 0.1353)  -0.22
C (-3.3752, 2.0333, 1.3598)  -0.41
C (-2.9293, 3.3789, 1.9326)  -0.39
C (-1.4217, 3.3996, 2.1806)  -0.40
C (-0.6891, 3.0172, 0.8979)  -0.21
H (-2.8103, 0.6920, -0.2537)  0.23
H (-2.7430, 2.3905, -0.6706)  0.18
H (-3.2587, 1.2509, 2.1147)  0.20
H (-4.4322, 2.0736, 1.0817)  0.20
H (-3.4785, 3.6070, 2.8499)  0.20
H (-3.1745, 4.1680, 1.2110)  0.19
H (-1.1624, 2.6709, 2.9546)  0.20
H (-1.0999, 4.3863, 2.5262)  0.19
H (0.3878, 3.0332, 1.0275)  0.23
H (-0.9364, 3.7520, 0.1134)  0.17

As for the multiplicity: 2. The calculation puts the HOMO energy (alpha / beta) at -4.454 / -4.552 eV. The calculation puts the maximum force at 0.50 eV/Å. The calculation puts the energy above the lowest of the compared OMol25 structures with the same formula, charge and spin at 9.1 kcal/mol. As for the net charge: -1. The molar mass is 581.33 g/mol.

DFT (the ωB97M-V functional and the def2-TZVPD basis) results for a cluster of 2 separate species, C6H17NO in total.

Last column: natural (NBO) charge in e.
Positions of all 25 atoms, in Å:
C (1.8679, 0.4934, 0.6092)  -0.43
C (2.2848, 0.5146, -0.8549)  -0.62
C (0.4797, 1.0016, 1.0216)  -0.21
N (-0.4272, -0.1017, 1.3291)  -0.64
C (-0.8105, -2.4728, 0.9210)  -0.61
C (-0.7232, -1.0951, 0.2891)  -0.06
C (-2.0182, -0.7998, -0.4681)  -0.61
H (1.9203, -0.5216, 1.0142)  0.21
H (2.6180, 0.9831, 1.2243)  0.21
H (2.9999, -0.2905, -1.0120)  0.22
H (1.4443, 0.3707, -1.5366)  0.20
H (2.7736, 1.4302, -1.2066)  0.21
H (0.0695, 1.7265, 0.2971)  0.15
H (0.5496, 1.5930, 1.9346)  0.20
H (-1.2857, 0.2404, 1.7404)  0.36
H (0.1554, -2.8526, 1.2506)  0.21
H (-1.3909, -2.3902, 1.8404)  0.21
H (-1.3235, -3.1900, 0.2783)  0.20
H (0.0953, -1.0854, -0.4264)  0.19
H (-2.1834, -1.5493, -1.2461)  0.22
H (-2.8458, -0.8042, 0.2352)  0.20
H (-1.9753, 0.1927, -0.9044)  0.19
H (-0.7907, 1.4572, -1.6172)  0.47
H (0.3312, 2.4380, -1.9915)  0.47
O (-0.5789, 2.2024, -2.1837)  -0.93

As for the SMILES: CCCNC(C)C.O. The calculation puts the HOMO energy at -8.696 eV. The calculation puts the maximum force at 0.81 eV/Å. The calculation puts the energy above the lowest of the compared OMol25 structures with the same formula, charge and spin at 14.6 kcal/mol. As for the net charge: 0. The molar mass is 119.21 g/mol.

DFT (the ωB97M-V functional and the def2-TZVPD basis) results for a structure of composition C50H61AsN2O3SeW at a distorted geometry.

Last column: Mulliken charge in e.
Positions of all 119 atoms, in Å:
W (0.7917, 0.8474, -0.3580)  -0.44
C (-5.2590, -2.7483, 1.2736)  -1.76
C (-4.3389, -2.4995, 2.4957)  1.98
C (-5.2239, -1.9462, 3.5910)  -2.21
C (-3.7991, -3.8424, 2.9158)  -1.50
C (-3.2003, -1.5614, 2.2319)  -0.59
C (-2.5468, -1.7342, 1.0287)  -1.16
C (-1.4726, -0.9387, 0.7789)  1.18
Se (-0.1692, -1.5248, -0.4948)  0.22
C (-0.9017, -1.1887, -2.2120)  1.20
C (-1.8952, -2.0535, -2.6884)  -1.62
C (-2.4836, -1.6929, -3.8963)  -0.67
C (-2.0663, -0.5072, -4.4764)  -0.64
C (-1.0926, 0.3501, -4.0854)  -0.43
C (-0.4390, -0.0439, -2.9058)  0.57
O (0.6087, 0.5862, -2.1307)  -1.04
C (-0.8327, 1.7008, -4.7945)  2.44
C (0.6364, 1.9257, -5.1082)  -1.68
C (-1.2523, 2.9049, -3.8975)  -1.14
C (-1.5389, 1.8133, -6.1028)  -2.20
C (-3.7118, -2.3856, -4.3722)  1.56
C (-4.2770, -3.4924, -3.4790)  -1.98
C (-3.4421, -3.2279, -5.7195)  -1.55
C (-4.8731, -1.4106, -4.6192)  -1.44
C (-1.0448, 0.0829, 1.7033)  0.70
O (0.0361, 0.8054, 1.2577)  1.92
C (-1.6936, 0.2823, 2.9251)  -0.47
C (-2.7834, -0.5889, 3.1359)  -0.86
C (-1.0799, 1.1179, 4.0141)  2.17
C (-0.9829, 2.6975, 3.7462)  -1.31
C (-1.8596, 0.8758, 5.3173)  -2.21
C (0.3674, 0.5645, 4.2517)  -1.63
H (-6.1519, -3.2286, 1.5601)  0.53
H (-4.7108, -3.4050, 0.5585)  0.38
H (-5.4722, -1.8449, 0.7358)  0.38
H (-6.1345, -2.4597, 3.6069)  0.48
H (-5.4734, -0.8997, 3.3696)  0.47
H (-4.7296, -1.9386, 4.5481)  0.40
H (-4.5675, -4.6180, 2.9617)  0.43
H (-3.3712, -3.7931, 3.9467)  0.34
H (-3.0423, -4.2152, 2.2300)  0.33
H (-2.8374, -2.5812, 0.3466)  0.00
H (-2.1026, -2.9035, -2.0939)  0.75
H (-2.5543, -0.2994, -5.3840)  0.92
H (1.2161, 1.6934, -4.2157)  0.09
H (0.8595, 2.9708, -5.3528)  0.47
H (1.0243, 1.3240, -5.9389)  0.45
H (-0.5570, 2.8682, -3.0538)  0.12
H (-2.2999, 2.8158, -3.4676)  0.30
H (-1.2375, 3.8605, -4.4823)  0.43
H (-1.3115, 1.0066, -6.7686)  0.48
H (-1.2500, 2.7379, -6.7050)  0.41
H (-2.6365, 1.8043, -5.9725)  0.44
H (-3.6964, -4.3919, -3.2701)  0.44
H (-5.2301, -3.8542, -3.8720)  0.44
H (-4.6768, -3.2337, -2.4889)  0.37
H (-2.5651, -3.8704, -5.6495)  0.41
H (-3.1266, -2.5477, -6.5560)  0.32
H (-4.2690, -3.8010, -6.0203)  0.48
H (-5.2989, -0.9426, -3.7138)  0.34
H (-5.6520, -1.9877, -5.0858)  0.48
H (-4.6236, -0.5144, -5.2543)  0.29
H (-3.2663, -0.4891, 4.0361)  1.25
H (-1.9455, 3.0828, 3.4909)  0.45
H (-0.2436, 2.9274, 2.9458)  0.00
H (-0.6299, 3.1524, 4.6946)  0.49
H (-2.8597, 1.3077, 5.2859)  0.47
H (-1.3958, 1.3951, 6.1719)  0.40
H (-1.9335, -0.1926, 5.4750)  0.55
H (0.9681, 0.7713, 3.3417)  0.07
H (0.3724, -0.5336, 4.4103)  0.46
H (0.8229, 1.0199, 5.0991)  0.62
C (2.2846, 3.5141, -2.1410)  -1.06
C (1.2749, 3.7150, -1.0452)  0.28
N (0.5054, 2.8334, -0.4425)  0.51
C (-0.3558, 3.4987, 0.4395)  -0.59
C (-0.0880, 4.7929, 0.2616)  -1.05
N (0.9568, 4.9416, -0.5957)  0.13
H (2.9291, 2.6790, -2.0728)  0.15
H (2.8914, 4.4404, -2.1139)  0.55
H (1.7918, 3.4558, -3.1060)  -0.01
H (-1.0865, 3.1207, 1.0630)  0.96
H (-0.4468, 5.6308, 0.8250)  0.44
H (1.4122, 5.8113, -0.8221)  0.26
O (2.4151, 0.5352, 0.1576)  -0.40
As (3.9617, -0.0947, 1.3828)  1.52
C (5.3455, 0.1035, 0.0536)  0.32
C (5.3780, 1.2723, -0.7239)  -0.18
C (6.3217, 1.3735, -1.7794)  -0.99
C (7.1603, 0.3312, -2.0374)  -0.47
C (7.1564, -0.7958, -1.2508)  -0.69
C (6.2037, -0.9604, -0.2878)  -0.52
C (3.9332, 1.2585, 2.6760)  0.75
C (4.4482, 0.8933, 3.9458)  -0.38
C (4.3676, 1.8158, 4.9842)  -0.96
C (3.8535, 3.0969, 4.7178)  -0.54
C (3.5522, 3.5096, 3.4217)  -0.65
C (3.6398, 2.6092, 2.3916)  -0.34
C (3.4997, -1.8842, 1.8888)  0.49
C (2.7874, -2.0869, 3.0237)  0.20
C (2.5600, -3.3615, 3.4502)  -0.87
C (3.1396, -4.4148, 2.7940)  -0.73
C (3.7701, -4.2292, 1.5333)  -0.96
C (3.9252, -2.9336, 1.0591)  -0.82
H (4.7086, 2.1308, -0.5215)  0.40
H (6.2949, 2.1699, -2.4523)  0.51
H (7.8827, 0.4175, -2.8171)  0.46
H (7.9493, -1.5562, -1.3634)  0.42
H (6.2304, -1.8216, 0.3296)  0.71
H (4.8426, -0.0852, 4.1313)  0.61
H (4.6203, 1.5831, 5.9812)  0.50
H (3.6809, 3.8737, 5.4848)  0.45
H (3.3390, 4.5527, 3.1530)  0.45
H (3.3582, 2.9182, 1.3950)  0.21
H (2.4093, -1.2557, 3.6476)  0.21
H (2.0018, -3.5829, 4.3602)  0.54
H (3.0269, -5.4234, 3.1691)  0.45
H (4.1801, -5.0095, 0.9359)  0.51
H (4.3966, -2.7427, 0.1202)  0.88

The calculation puts the HOMO energy at -18.186 eV. The calculation puts the maximum force at 3.56 eV/Å. The calculation puts the energy above the lowest of the compared OMol25 structures with the same formula, charge and spin at 19.0 kcal/mol. As for the net charge: +4. The molar mass is 1075.77 g/mol.

DFT (the ωB97M-V functional and the def2-TZVPD basis) results for a structure of composition C32H23FInN5O6S.

Last column: natural (NBO) charge in e.
Positions of all 69 atoms, in Å:
In (-0.0729, 1.0220, -0.0938)  1.84
C (-1.5463, 4.1275, -0.5415)  -0.26
O (-1.7949, 2.8847, 0.1210)  -0.51
C (-3.0256, 2.2928, -0.0808)  0.30
C (-4.1046, 2.9136, -0.6801)  -0.28
C (-5.3076, 2.2220, -0.7987)  -0.19
C (-5.4302, 0.9279, -0.3152)  -0.23
C (-4.3384, 0.3095, 0.2800)  -0.22
C (-3.1376, 0.9844, 0.3857)  0.15
N (-1.9386, 0.4355, 0.9295)  -0.37
N (-2.0793, -0.4443, 1.8346)  -0.13
C (-1.0107, -0.7108, 2.6302)  -0.03
C (-0.0070, 0.2857, 2.8719)  0.43
O (0.1776, 1.3108, 2.1495)  -0.71
C (0.7891, 0.1288, 4.0731)  -0.27
C (0.7033, -0.9679, 4.8458)  -0.13
C (-0.2181, -2.0373, 4.5553)  -0.10
C (-0.2727, -3.1964, 5.3474)  -0.17
C (-1.1585, -4.2055, 5.0585)  -0.23
C (-2.0186, -4.0751, 3.9595)  -0.19
C (-1.9826, -2.9466, 3.1718)  -0.21
C (-1.0874, -1.9000, 3.4601)  -0.03
H (-2.2149, 4.9003, -0.1681)  0.19
H (-0.5218, 4.3946, -0.3046)  0.21
H (-1.6600, 4.0151, -1.6203)  0.20
H (-4.0244, 3.9239, -1.0575)  0.22
H (-6.1508, 2.7096, -1.2729)  0.22
H (-6.3710, 0.3978, -0.4100)  0.22
H (-4.3970, -0.7025, 0.6590)  0.23
H (1.4950, 0.9224, 4.2844)  0.23
H (1.3493, -1.0700, 5.7129)  0.21
H (0.3931, -3.2788, 6.1995)  0.21
H (-1.1970, -5.0942, 5.6776)  0.21
H (-2.7089, -4.8752, 3.7214)  0.21
H (-2.6417, -2.8495, 2.3180)  0.22
S (4.1332, 2.3084, -1.2855)  0.43
C (3.0795, 3.3656, -2.1173)  -0.41
C (1.7728, 3.1221, -1.8247)  -0.24
C (1.6090, 2.0702, -0.8755)  -0.49
C (2.8035, 1.5283, -0.5022)  -0.29
C (2.9789, 0.3448, 0.3573)  0.21
C (4.2174, -0.0438, 0.8660)  -0.24
C (4.3144, -1.2170, 1.5913)  -0.15
C (3.1756, -1.9796, 1.8022)  -0.26
C (1.9778, -1.5135, 1.2993)  0.07
N (1.8727, -0.3766, 0.6020)  -0.47
H (3.4858, 4.0948, -2.8066)  0.24
H (0.9543, 3.6516, -2.2906)  0.24
H (5.0856, 0.5796, 0.6895)  0.23
H (5.2723, -1.5371, 1.9847)  0.22
H (3.2072, -2.9123, 2.3490)  0.23
H (1.0640, -2.0787, 1.4467)  0.21
F (2.5702, -1.1297, -6.9841)  -0.30
C (2.1966, -1.1378, -5.7032)  0.22
C (0.9164, -1.0093, -5.3631)  0.02
N (0.4937, -1.0431, -4.0479)  -0.40
C (-0.8695, -0.6703, -3.6557)  -0.31
C (-0.8258, 0.6982, -2.9586)  0.79
O (-0.1807, 1.5849, -3.5049)  -0.66
O (-1.4296, 0.7514, -1.8109)  -0.84
C (1.4031, -1.1028, -3.0185)  0.81
O (1.0656, -1.0306, -1.8436)  -0.65
N (2.7136, -1.2426, -3.4033)  -0.62
C (3.2406, -1.2704, -4.7008)  0.60
O (4.4261, -1.3867, -4.8984)  -0.56
H (0.1532, -0.8785, -6.1166)  0.23
H (-1.2696, -1.4127, -2.9746)  0.23
H (-1.4831, -0.6126, -4.5507)  0.22
H (3.3871, -1.2692, -2.6540)  0.43

The calculation puts the HOMO energy at -7.641 eV. The calculation puts the maximum force at 0.71 eV/Å. The calculation puts the energy above the lowest of the compared OMol25 structures with the same formula, charge and spin at 18.5 kcal/mol. As for the net charge: 0. The molar mass is 739.45 g/mol.